(1)
Below is a structure of composition C54H45GeN5O3S4Tc, with properties calculated with ωB97M-V with the def2-TZVPD basis set.

Output
HOMO-LUMO gap: 0.198 Ha
total charge: +1

Each line ends with the Mulliken charge.
Atoms and positions in Å:
Tc (-0.281, 0.248, -0.442)  -1.111
O (0.136, -1.285, -1.478)  -0.598
C (1.184, -2.129, -1.444)  0.289
C (1.583, -2.762, -2.616)  -0.523
C (2.582, -3.713, -2.582)  -0.602
C (3.162, -4.086, -1.369)  -0.892
C (2.765, -3.460, -0.213)  -0.784
C (1.796, -2.448, -0.228)  1.392
C (1.391, -1.850, 1.024)  -1.179
N (0.605, -0.847, 1.160)  1.049
N (0.194, -0.508, 2.436)  -1.048
C (-0.632, 0.484, 2.378)  0.669
O (-0.941, 1.060, 1.231)  -0.480
C (-1.257, 0.994, 3.609)  0.376
C (-0.727, 0.678, 4.858)  -0.325
C (-1.331, 1.174, 6.004)  -0.762
C (-2.471, 1.964, 5.906)  -0.423
C (-3.002, 2.269, 4.659)  -0.898
C (-2.392, 1.790, 3.510)  -0.358
H (1.095, -2.471, -3.541)  0.581
H (2.906, -4.180, -3.505)  0.476
H (3.910, -4.870, -1.338)  0.444
H (3.214, -3.730, 0.740)  0.426
H (1.740, -2.314, 1.945)  0.472
H (0.161, 0.062, 4.921)  0.470
H (-0.904, 0.952, 6.975)  0.422
H (-2.948, 2.340, 6.803)  0.425
H (-3.886, 2.892, 4.581)  0.460
H (-2.793, 2.026, 2.531)  0.472
C (-1.260, 4.964, 2.430)  -0.450
C (-1.802, 4.978, 1.155)  -0.985
C (-1.132, 4.303, 0.145)  -0.008
N (0.012, 3.649, 0.331)  0.533
C (0.518, 3.636, 1.571)  -0.110
C (-0.078, 4.273, 2.645)  -1.054
H (-1.747, 5.488, 3.243)  0.449
H (-2.719, 5.513, 0.942)  0.489
H (-1.527, 4.304, -0.862)  0.119
H (1.453, 3.097, 1.702)  0.509
H (0.376, 4.229, 3.628)  0.466
S (-2.110, 4.740, -6.190)  -0.216
C (-2.024, 3.474, -5.150)  -0.032
S (-2.321, 3.622, -3.438)  -0.087
C (-1.822, 1.966, -3.189)  0.176
N (-1.520, 1.354, -4.266)  -0.564
N (-1.641, 2.162, -5.368)  0.758
C (-1.375, 1.529, -6.642)  0.255
C (-2.156, 1.782, -7.759)  -0.470
C (-1.870, 1.124, -8.948)  -0.620
C (-0.822, 0.217, -9.019)  -0.478
C (-0.061, -0.042, -7.889)  -0.698
C (-0.335, 0.611, -6.697)  -0.135
S (-2.044, 1.173, -1.653)  -0.360
H (-2.984, 2.470, -7.708)  0.427
H (-2.487, 1.318, -9.818)  0.380
H (-0.604, -0.292, -9.951)  0.388
H (0.749, -0.761, -7.932)  0.373
H (0.248, 0.415, -5.806)  0.556
C (-7.144, -3.496, 3.537)  -1.452
C (-5.881, -3.235, 2.753)  0.878
C (-5.769, -2.107, 1.936)  -0.798
C (-4.619, -1.868, 1.195)  -0.687
C (-3.572, -2.774, 1.279)  0.593
C (-3.639, -3.881, 2.114)  -0.506
C (-4.797, -4.105, 2.846)  -0.688
S (-2.122, -2.525, 0.282)  0.470
C (-2.790, -3.108, -1.275)  -1.116
O (-2.050, -1.007, 0.115)  0.000
H (-7.961, -2.869, 3.183)  0.363
H (-6.985, -3.279, 4.598)  0.314
H (-7.450, -4.540, 3.457)  0.375
H (-6.597, -1.409, 1.871)  0.349
H (-4.534, -0.993, 0.559)  0.330
H (-2.797, -4.565, 2.180)  0.437
H (-4.856, -4.972, 3.497)  0.398
H (-3.673, -2.514, -1.509)  0.373
H (-3.043, -4.165, -1.165)  0.474
H (-2.019, -2.975, -2.036)  0.307
C (1.219, 1.140, -0.744)  1.593
Ge (3.070, 1.803, -1.205)  2.279
C (3.725, 3.168, 0.022)  0.220
C (4.829, 2.950, 0.846)  -0.291
C (5.305, 3.972, 1.661)  -0.746
C (4.687, 5.217, 1.653)  -0.604
C (3.596, 5.446, 0.821)  -0.575
C (3.123, 4.430, 0.003)  -0.430
C (2.843, 2.565, -2.979)  0.269
C (1.627, 3.152, -3.348)  -0.193
C (1.518, 3.774, -4.590)  -0.542
C (2.585, 3.776, -5.478)  -0.733
C (3.791, 3.196, -5.113)  -0.828
C (3.924, 2.613, -3.863)  -0.495
C (4.244, 0.259, -1.063)  0.408
C (4.545, -0.242, 0.208)  -0.490
C (5.517, -1.221, 0.365)  -1.003
C (6.180, -1.729, -0.747)  -0.715
C (5.853, -1.269, -2.017)  -0.797
C (4.895, -0.274, -2.175)  -0.431
H (5.336, 1.994, 0.849)  0.452
H (6.168, 3.797, 2.294)  0.416
H (5.070, 6.014, 2.280)  0.401
H (3.120, 6.421, 0.804)  0.447
H (2.284, 4.620, -0.661)  0.273
H (0.788, 3.145, -2.658)  0.348
H (0.607, 4.278, -4.869)  0.429
H (2.473, 4.245, -6.449)  0.455
H (4.632, 3.215, -5.798)  0.419
H (4.885, 2.201, -3.568)  0.511
H (4.024, 0.144, 1.082)  0.685
H (5.766, -1.581, 1.359)  0.470
H (6.950, -2.481, -0.622)  0.424
H (6.358, -1.676, -2.888)  0.428
H (4.664, 0.094, -3.171)  0.478



(2)
Below is a structure of composition C54H45GeN5O3S4Tc, with properties calculated with ωB97M-V with the def2-TZVPD basis set.

Output
HOMO-LUMO gap: 0.209 Ha
total charge: +1

Each line ends with the Mulliken charge.
Atoms and positions in Å:
Tc (0.943, -1.291, -0.677)  0.611
O (0.376, -1.865, 1.049)  -0.124
C (-0.741, -1.687, 1.797)  0.501
C (-0.533, -1.771, 3.178)  -0.223
C (-1.564, -1.588, 4.073)  -0.895
C (-2.843, -1.325, 3.595)  -1.203
C (-3.061, -1.299, 2.235)  -0.756
C (-2.036, -1.474, 1.290)  -0.025
C (-1.872, -0.910, -1.170)  -0.577
N (-0.621, -0.281, -1.192)  1.292
N (-0.575, 0.789, -1.923)  -1.197
C (0.709, 1.018, -2.296)  0.795
O (1.593, 0.147, -2.017)  -0.792
C (1.016, 2.163, -3.138)  0.432
C (-0.014, 2.942, -3.662)  -0.194
C (0.289, 3.987, -4.517)  -0.874
C (1.609, 4.253, -4.847)  -0.452
C (2.639, 3.480, -4.321)  -1.141
C (2.345, 2.432, -3.470)  -0.183
H (0.469, -1.983, 3.525)  0.518
H (-1.376, -1.653, 5.135)  0.454
H (-3.667, -1.173, 4.277)  0.484
H (-4.067, -1.129, 1.878)  0.256
H (-2.368, -0.856, -2.133)  -0.023
H (-1.040, 2.713, -3.409)  0.523
H (-0.508, 4.582, -4.941)  0.443
H (1.839, 5.063, -5.525)  0.423
H (3.665, 3.688, -4.591)  0.453
H (3.130, 1.807, -3.067)  0.606
C (4.156, -5.100, -0.490)  -0.384
C (3.100, -5.036, 0.402)  -0.964
C (2.352, -3.875, 0.472)  -0.444
N (2.613, -2.800, -0.283)  1.228
C (3.647, -2.865, -1.131)  -0.446
C (4.440, -3.987, -1.266)  -1.143
H (4.747, -6.001, -0.582)  0.433
H (2.844, -5.874, 1.035)  0.499
H (1.518, -3.785, 1.152)  0.415
H (3.838, -1.973, -1.714)  0.701
H (5.253, -3.984, -1.976)  0.526
S (-0.190, 1.001, -6.911)  -0.237
C (-0.237, -0.166, -5.759)  0.131
S (1.194, -0.760, -4.955)  -0.147
C (0.201, -1.662, -3.859)  0.147
N (-1.060, -1.584, -4.100)  -0.272
N (-1.308, -0.778, -5.172)  0.618
C (-2.673, -0.717, -5.605)  -0.133
C (-2.985, -0.627, -6.952)  -0.864
C (-4.319, -0.600, -7.332)  -0.685
C (-5.327, -0.669, -6.383)  -0.898
C (-4.998, -0.779, -5.039)  -0.347
C (-3.673, -0.805, -4.645)  1.377
S (0.853, -2.655, -2.572)  -0.464
H (-2.205, -0.584, -7.695)  0.440
H (-4.565, -0.529, -8.383)  0.391
H (-6.364, -0.640, -6.690)  0.453
H (-5.777, -0.846, -4.290)  0.163
H (-3.412, -0.907, -3.603)  -0.273
C (8.022, 0.742, -0.467)  -1.554
C (6.547, 0.680, -0.194)  1.026
C (5.699, 1.697, -0.618)  -0.854
C (4.332, 1.636, -0.386)  -0.794
C (3.817, 0.535, 0.278)  -0.080
C (4.638, -0.496, 0.716)  -0.248
C (5.998, -0.412, 0.481)  -1.032
S (2.066, 0.511, 0.555)  1.917
C (1.997, 0.317, 2.324)  -1.577
O (1.526, 1.832, 0.216)  -0.792
H (8.353, 1.768, -0.617)  0.391
H (8.265, 0.179, -1.369)  0.302
H (8.592, 0.311, 0.354)  0.398
H (6.112, 2.556, -1.130)  0.395
H (3.670, 2.432, -0.695)  0.712
H (4.229, -1.348, 1.242)  0.449
H (6.648, -1.203, 0.831)  0.424
H (2.742, 0.985, 2.749)  0.505
H (2.189, -0.720, 2.584)  0.381
H (0.991, 0.605, 2.622)  0.558
C (-2.455, -1.497, -0.118)  0.366
Ge (-4.166, -2.398, -0.645)  1.992
C (-4.772, -3.459, 0.862)  -0.176
C (-6.031, -3.274, 1.424)  -0.153
C (-6.462, -4.076, 2.473)  -0.812
C (-5.633, -5.071, 2.967)  -0.502
C (-4.372, -5.261, 2.418)  -0.875
C (-3.947, -4.463, 1.368)  -0.255
C (-3.629, -3.586, -2.096)  0.712
C (-2.368, -4.178, -2.033)  -0.178
C (-1.951, -5.082, -2.997)  -0.941
C (-2.795, -5.414, -4.045)  -0.614
C (-4.057, -4.844, -4.118)  -0.946
C (-4.469, -3.939, -3.151)  -0.219
C (-5.386, -0.954, -1.119)  0.878
C (-5.232, 0.285, -0.494)  -0.104
C (-6.070, 1.349, -0.794)  -0.784
C (-7.074, 1.196, -1.737)  -0.702
C (-7.237, -0.024, -2.374)  -0.096
C (-6.405, -1.089, -2.063)  -1.067
H (-6.682, -2.492, 1.048)  0.421
H (-7.445, -3.927, 2.899)  0.424
H (-5.972, -5.705, 3.776)  0.398
H (-3.725, -6.038, 2.804)  0.413
H (-2.962, -4.625, 0.945)  0.319
H (-1.687, -3.924, -1.230)  0.502
H (-0.962, -5.518, -2.935)  0.426
H (-2.469, -6.111, -4.806)  0.399
H (-4.726, -5.110, -4.925)  0.461
H (-5.459, -3.514, -3.235)  0.141
H (-4.436, 0.441, 0.224)  0.385
H (-5.933, 2.300, -0.296)  0.451
H (-7.727, 2.025, -1.974)  0.405
H (-8.017, -0.149, -3.114)  0.478
H (-6.573, -2.035, -2.559)  0.372



Question: of the structures shown, which is the most stable? Reply: (2).